Model i:
C4H12 | ωB97M-V/def2-TZVPD

- SMILES string: CC.CC
- HOMO energy: -11.76 eV

Element x y z (Å)
C1 -2.869 0.058 0.531
C2 -2.439 -0.261 -0.907
H1 -2.234 0.869 0.903
H2 -3.851 0.525 0.641
H3 -2.767 -0.843 1.126
H4 -2.304 0.635 -1.514
H5 -3.091 -0.951 -1.436
H6 -1.433 -0.681 -0.833
C3 3.272 -0.165 0.539
C4 2.011 0.373 -0.171
H7 3.778 0.468 1.270
H8 3.106 -1.070 1.132
H9 4.026 -0.430 -0.203
H10 2.216 0.334 -1.239
H11 1.727 1.403 0.018
H12 1.221 -0.332 0.073

Partial atomic charges computed with the Löwdin method, in multiples of e: number 1, C, carries -0.172; number 2, C, carries -0.171; number 3, H, carries 0.059; number 4, H, carries 0.058; number 5, H, carries 0.058; number 6, H, carries 0.059; number 7, H, carries 0.058; number 8, H, carries 0.049; number 9, C, carries -0.173; number 10, C, carries -0.157; number 11, H, carries 0.055; number 12, H, carries 0.057; number 13, H, carries 0.055; number 14, H, carries 0.056; number 15, H, carries 0.058; number 16, H, carries 0.048


Model ii:
C4H12 | ωB97M-V/def2-TZVPD

- SMILES string: CC.CC
- HOMO energy: -11.26 eV

Element x y z (Å)
C1 -0.224 0.794 -2.136
C2 0.824 1.432 -1.269
H1 -0.500 1.409 -3.003
H2 0.030 -0.159 -2.592
H3 -1.179 0.726 -1.604
H4 1.573 1.991 -1.845
H5 1.432 0.699 -0.746
H6 0.432 2.205 -0.614
C3 -0.751 -1.199 2.285
C4 0.154 -1.176 1.037
H7 -1.435 -0.352 2.313
H8 -1.196 -2.157 2.557
H9 -0.208 -0.975 3.224
H10 0.788 -2.041 0.934
H11 0.804 -0.314 1.197
H12 -0.543 -0.884 0.261

Partial atomic charges computed with the Löwdin method, in multiples of e: number 1, C, carries -0.187; number 2, C, carries -0.184; number 3, H, carries 0.062; number 4, H, carries 0.065; number 5, H, carries 0.059; number 6, H, carries 0.063; number 7, H, carries 0.045; number 8, H, carries 0.068; number 9, C, carries -0.179; number 10, C, carries -0.153; number 11, H, carries 0.060; number 12, H, carries 0.057; number 13, H, carries 0.059; number 14, H, carries 0.064; number 15, H, carries 0.052; number 16, H, carries 0.049


Model iii:
C4H12 | ωB97M-V/def2-TZVPD

- SMILES string: CC.CC
- HOMO energy: -11.04 eV

Element x y z (Å)
C1 -2.060 -1.415 -0.511
C2 -1.522 -1.350 0.896
H1 -1.378 -1.901 -1.147
H2 -2.852 -2.049 -0.579
H3 -2.301 -0.301 -0.700
H4 -2.245 -0.757 1.470
H5 -0.413 -1.129 1.039
H6 -1.751 -2.295 1.474
C3 2.178 0.694 -0.077
C4 1.408 1.996 -0.354
H7 1.808 -0.067 -0.749
H8 3.273 0.932 -0.172
H9 2.016 0.448 1.021
H10 1.997 2.608 -1.170
H11 0.492 1.982 -1.024
H12 1.349 2.603 0.583

Partial atomic charges computed with the Löwdin method, in multiples of e: number 1, C, carries -0.176; number 2, C, carries -0.196; number 3, H, carries 0.043; number 4, H, carries 0.023; number 5, H, carries 0.104; number 6, H, carries 0.058; number 7, H, carries 0.077; number 8, H, carries 0.070; number 9, C, carries -0.194; number 10, C, carries -0.210; number 11, H, carries 0.047; number 12, H, carries 0.072; number 13, H, carries 0.072; number 14, H, carries 0.081; number 15, H, carries 0.065; number 16, H, carries 0.065


Model iv:
C4H12 | ωB97M-V/def2-TZVPD

- SMILES string: CC.CC
- HOMO energy: -11.52 eV

Element x y z (Å)
C1 1.032 1.604 -0.136
C2 0.974 2.863 -0.938
H1 1.966 1.669 0.462
H2 0.248 1.265 0.527
H3 1.214 0.757 -0.872
H4 0.267 2.976 -1.782
H5 2.011 2.956 -1.463
H6 0.819 3.754 -0.353
C3 -0.702 -1.544 0.477
C4 -1.467 -2.845 0.714
H7 -0.282 -1.591 -0.562
H8 -1.340 -0.666 0.536
H9 0.197 -1.434 1.100
H10 -1.787 -3.048 1.674
H11 -0.794 -3.758 0.475
H12 -2.358 -2.957 0.141

Partial atomic charges computed with the Löwdin method, in multiples of e: number 1, C, carries -0.200; number 2, C, carries -0.203; number 3, H, carries 0.073; number 4, H, carries 0.041; number 5, H, carries 0.081; number 6, H, carries 0.064; number 7, H, carries 0.098; number 8, H, carries 0.047; number 9, C, carries -0.183; number 10, C, carries -0.176; number 11, H, carries 0.072; number 12, H, carries 0.053; number 13, H, carries 0.066; number 14, H, carries 0.021; number 15, H, carries 0.098; number 16, H, carries 0.048


It is model i that is most stable; the runner-up trails by 0.164 eV.


Model i:
C4H12 | ωB97M-V/def2-TZVPD

- SMILES string: CC.CC
- HOMO energy: -11.64 eV

Element x y z (Å)
C1 1.799 0.204 0.557
C2 2.310 -1.252 0.516
H1 0.783 0.186 0.958
H2 2.334 0.804 1.293
H3 1.793 0.647 -0.426
H4 3.260 -1.352 1.037
H5 2.534 -1.547 -0.512
H6 1.550 -1.944 0.877
C3 -2.606 0.217 -0.176
C4 -1.484 0.845 -0.975
H7 -3.219 -0.539 -0.656
H8 -2.185 -0.283 0.706
H9 -3.248 0.937 0.322
H10 -1.811 1.179 -1.960
H11 -0.667 0.146 -1.078
H12 -1.143 1.751 -0.484

Partial atomic charges computed with the Löwdin method, in multiples of e: number 1, C, carries -0.167; number 2, C, carries -0.161; number 3, H, carries 0.046; number 4, H, carries 0.060; number 5, H, carries 0.054; number 6, H, carries 0.056; number 7, H, carries 0.057; number 8, H, carries 0.058; number 9, C, carries -0.176; number 10, C, carries -0.175; number 11, H, carries 0.061; number 12, H, carries 0.058; number 13, H, carries 0.058; number 14, H, carries 0.063; number 15, H, carries 0.044; number 16, H, carries 0.065


Model ii:
C4H12 | ωB97M-V/def2-TZVPD

- SMILES string: CC.CC
- HOMO energy: -11.31 eV

Element x y z (Å)
C1 0.723 -1.748 -0.514
C2 2.231 -1.633 -0.626
H1 0.240 -1.228 -1.388
H2 0.329 -2.769 -0.711
H3 0.186 -1.310 0.314
H4 2.399 -0.865 -1.498
H5 2.609 -2.538 -0.973
H6 2.882 -1.393 0.293
C3 -1.279 2.368 0.322
C4 -1.610 1.026 0.874
H7 -1.711 2.402 -0.665
H8 -1.547 3.271 0.829
H9 -0.181 2.410 0.361
H10 -1.218 0.100 0.409
H11 -2.671 0.882 1.022
H12 -1.382 1.023 1.952

Partial atomic charges computed with the Löwdin method, in multiples of e: number 1, C, carries -0.196; number 2, C, carries -0.178; number 3, H, carries 0.073; number 4, H, carries 0.071; number 5, H, carries 0.026; number 6, H, carries 0.097; number 7, H, carries 0.018; number 8, H, carries 0.090; number 9, C, carries -0.174; number 10, C, carries -0.189; number 11, H, carries 0.061; number 12, H, carries 0.057; number 13, H, carries 0.071; number 14, H, carries 0.047; number 15, H, carries 0.056; number 16, H, carries 0.070


It is model i that is most stable; the runner-up trails by 0.730 eV.


Model i:
C4H12 | ωB97M-V/def2-TZVPD

- SMILES string: CC.CC
- HOMO energy: -11.58 eV

Element x y z (Å)
C1 2.094 0.043 0.783
C2 1.417 -0.786 1.897
H1 2.695 0.850 1.204
H2 2.787 -0.591 0.235
H3 1.292 0.463 0.185
H4 0.362 -0.570 2.053
H5 1.540 -1.854 1.724
H6 1.877 -0.636 2.883
C3 -1.009 0.314 -1.610
C4 -2.490 0.465 -1.173
H7 -0.458 0.126 -0.691
H8 -0.816 -0.541 -2.260
H9 -0.652 1.243 -2.035
H10 -2.930 1.387 -1.536
H11 -3.090 -0.363 -1.564
H12 -2.619 0.450 -0.095

Partial atomic charges computed with the Löwdin method, in multiples of e: number 1, C, carries -0.151; number 2, C, carries -0.170; number 3, H, carries 0.060; number 4, H, carries 0.062; number 5, H, carries 0.026; number 6, H, carries 0.053; number 7, H, carries 0.056; number 8, H, carries 0.059; number 9, C, carries -0.149; number 10, C, carries -0.160; number 11, H, carries 0.023; number 12, H, carries 0.066; number 13, H, carries 0.060; number 14, H, carries 0.053; number 15, H, carries 0.058; number 16, H, carries 0.054


Model ii:
C4H12 | ωB97M-V/def2-TZVPD

- SMILES string: CC.CC
- HOMO energy: -11.22 eV

Element x y z (Å)
C1 1.805 -1.837 0.832
C2 0.399 -1.446 1.298
H1 2.700 -1.285 1.039
H2 2.114 -2.920 0.893
H3 1.669 -1.728 -0.291
H4 -0.249 -1.807 0.552
H5 0.509 -0.378 1.124
H6 0.205 -1.803 2.564
C3 -1.230 1.301 -1.623
C4 -1.044 2.051 -0.371
H7 -1.912 1.786 -2.362
H8 -0.387 0.867 -2.165
H9 -1.830 0.391 -1.465
H10 -1.863 2.036 0.346
H11 -0.186 1.700 0.296
H12 -0.700 3.072 -0.665

Partial atomic charges computed with the Löwdin method, in multiples of e: number 1, C, carries -0.218; number 2, C, carries -0.180; number 3, H, carries 0.044; number 4, H, carries 0.070; number 5, H, carries 0.074; number 6, H, carries 0.027; number 7, H, carries 0.026; number 8, H, carries 0.157; number 9, C, carries -0.212; number 10, C, carries -0.197; number 11, H, carries 0.076; number 12, H, carries 0.065; number 13, H, carries 0.059; number 14, H, carries 0.066; number 15, H, carries 0.067; number 16, H, carries 0.074


It is model i that is most stable; the runner-up trails by 1.321 eV.